92
Properties=species:S:1:pos:R:3:forces:R:3:mulliken_spin:R:1 method="wB97M-V/def2-TZVPD" relative_energy_kcal_mol=0.0 charge=+2 spin_multiplicity=3 s_squared=2.02 e_tot_ev=-95683.43715 homo_ev="-12.612 / -12.640" orbital_gap_ev="7.48 / 3.76"
Au 2.54194 -3.91984 20.85647 0.1 0.5 0.2 0.233
C 4.95365 -4.21424 15.70912 0.4 -1.1 -2.6 0.000
C 3.74813 -5.13271 15.40532 -0.8 0.6 1.1 0.000
C 3.72928 -5.50054 13.95062 -0.3 -1.3 0.2 0.000
C 2.54140 -4.27932 15.69446 -1.4 0.5 0.7 0.009
C 1.62235 -3.72897 14.79770 0.9 -0.8 -0.3 -0.002
C 0.63943 -2.86510 15.20223 0.1 0.6 1.4 0.003
C 0.55272 -2.48391 16.52186 0.0 -0.1 0.8 -0.011
C 1.39931 -3.06715 17.47647 -0.7 0.2 0.1 0.024
P 1.33804 -2.50726 19.19269 1.3 -0.3 -0.2 0.221
C 1.92338 -0.80412 19.10395 0.2 -1.0 0.4 -0.007
C 3.27581 -0.51124 19.24049 -0.1 -1.1 -0.1 0.014
C 3.72435 0.74000 18.96070 -0.1 0.6 -0.5 -0.007
C 2.85082 1.68672 18.47251 -0.4 1.3 -0.1 0.008
C 1.47222 1.43334 18.40306 0.1 0.5 0.4 0.001
C 1.01538 0.17114 18.76620 0.5 1.4 -0.6 0.015
C -0.34774 -2.40029 19.66296 -1.2 -0.8 0.0 0.055
C -1.38715 -3.12154 19.02170 1.7 1.0 0.5 0.019
C -2.65014 -2.86539 19.45559 -1.4 -0.8 -0.4 -0.010
C -2.94290 -1.95942 20.45789 -0.9 -0.1 0.8 0.026
C -1.93485 -1.29107 21.09547 0.5 0.3 0.6 -0.018
C -0.63203 -1.57028 20.73972 0.6 0.8 -0.6 0.018
C 2.32097 -3.99123 17.05407 0.3 0.4 -1.2 0.013
O 3.11082 -4.57450 17.97835 0.3 -0.3 0.6 0.017
C 3.37121 -5.90917 17.73773 0.4 1.3 -0.5 -0.018
C 3.39658 -6.74288 18.81700 0.1 -2.1 -0.4 0.007
C 3.69836 -8.12305 18.54599 -0.2 0.7 0.5 -0.003
C 4.01298 -8.51547 17.24238 -0.5 -0.1 1.7 0.000
C 4.01434 -7.59782 16.22204 -0.6 1.2 -0.2 0.001
C 3.66617 -6.25420 16.43549 1.0 -1.3 -0.6 0.000
P 2.71450 -6.16244 20.35959 0.1 -0.3 0.0 0.074
C 1.06575 -6.90012 20.35096 -0.2 -0.9 1.3 0.009
C 0.84866 -8.07964 21.06214 1.1 -0.3 0.0 -0.008
C -0.39796 -8.64816 21.09408 -0.7 -0.8 -0.4 0.026
C -1.48622 -8.08134 20.40853 0.4 0.1 0.1 -0.024
C -1.29987 -6.86716 19.74043 0.3 -0.6 -0.2 -0.006
C -0.01816 -6.31179 19.73616 -0.1 0.6 -0.3 0.058
C 3.68038 -6.98672 21.64959 0.3 0.5 -0.2 -0.017
C 4.93709 -7.53390 21.37014 0.2 0.4 0.4 0.019
C 5.74200 -8.03752 22.39477 0.3 -0.1 -1.3 -0.004
C 5.30585 -7.95232 23.69744 0.0 -0.1 -0.8 0.012
C 4.10870 -7.32490 23.97009 -0.9 0.2 1.7 -0.010
C 3.28839 -6.82984 22.97834 -0.5 -0.5 0.2 -0.001
H 4.89827 -3.42652 14.94743 0.2 0.2 0.4 0.000
H 5.84094 -4.80069 15.47062 0.3 0.1 0.1 0.000
H 5.06559 -3.82910 16.67479 -0.2 0.5 1.4 0.000
H 3.83924 -4.58026 13.40824 -0.1 0.3 -0.6 0.000
H 2.75281 -6.00399 13.71775 1.0 0.3 -0.1 0.000
H 4.58218 -6.13819 13.70673 -0.2 -0.1 -0.2 0.000
H 1.64916 -3.96871 13.74573 0.3 -0.1 -0.1 0.000
H -0.00966 -2.39922 14.52646 -0.8 0.3 -1.1 0.001
H -0.19665 -1.78757 16.88915 0.1 0.1 -0.4 0.002
H 4.02041 -1.26327 19.47038 -0.2 -0.2 0.3 0.006
H 4.75847 0.96898 19.07172 0.6 0.2 0.0 -0.001
H 3.28853 2.66198 18.20447 -0.6 -0.4 0.1 0.000
H 0.71926 2.21585 18.16834 0.9 -0.6 -0.1 0.001
H -0.02916 0.01720 18.71892 -0.9 -0.4 0.0 0.002
H -1.15768 -3.76350 18.17718 -0.2 0.0 0.1 0.004
H -3.44356 -3.40313 18.96209 -0.4 0.0 0.0 0.000
H -3.94837 -1.79952 20.86053 0.1 -0.1 -0.7 0.000
H -2.14036 -0.54393 21.85561 0.0 -0.1 0.0 0.000
H 0.19201 -0.98155 21.12993 -0.1 -0.1 0.4 0.003
H 3.66956 -8.85938 19.37431 0.0 0.5 -0.7 0.000
H 4.18206 -9.56194 17.07362 0.3 -0.2 -0.2 0.000
H 4.22171 -7.94008 15.23827 0.3 -0.1 -0.8 0.000
H 1.70397 -8.61607 21.50956 -0.6 0.4 -0.1 0.002
H -0.47327 -9.64505 21.52755 -0.3 0.3 0.1 0.000
H -2.41477 -8.64748 20.35499 0.1 0.3 0.0 0.000
H -2.06174 -6.44097 19.08858 0.0 0.0 0.4 0.001
H 0.20261 -5.40796 19.19569 -0.3 0.4 -0.3 -0.019
H 5.37407 -7.46050 20.38810 -0.2 -0.3 -0.3 0.001
H 6.70360 -8.49102 22.07914 -0.7 0.3 0.6 0.000
H 5.88905 -8.42157 24.43967 0.5 -0.2 1.0 0.001
H 3.74825 -7.24284 25.01872 0.4 -0.1 -0.8 0.000
H 2.29403 -6.45028 23.27546 0.7 0.0 -0.4 -0.004
S 3.53835 0.21312 22.57919 0.0 -0.6 0.1 0.250
C 3.20425 -1.33781 22.41769 -0.3 0.2 -0.3 -0.030
N 2.88764 -2.47926 22.26302 0.1 0.5 0.0 0.098
C -4.15730 -6.62194 22.74534 -1.0 0.6 -1.6 -0.003
N -2.76533 -6.33991 22.95357 1.4 0.9 -0.1 0.038
C -2.19493 -5.11722 23.11551 -2.9 -1.6 1.0 -0.031
S -0.57986 -4.81857 22.62546 -0.3 0.1 -0.1 0.909
N -2.99981 -4.21182 23.72521 1.5 -0.4 -0.4 0.045
C -3.93459 -4.47973 24.84277 1.7 0.8 0.9 -0.002
H -4.33704 -7.08651 21.74300 0.5 -0.1 1.0 0.001
H -4.67657 -5.68957 22.64409 -0.3 0.6 0.0 0.000
H -4.65568 -7.14136 23.54125 0.1 -0.6 0.3 0.004
H -2.16485 -7.05933 22.62606 0.8 -0.6 -0.3 -0.010
H -2.56022 -3.31723 23.72703 -0.1 0.9 0.1 -0.008
H -4.73372 -3.77928 24.81627 -0.7 0.5 -0.3 0.003
H -3.42031 -4.33779 25.82319 -0.1 0.0 -0.8 0.001
H -4.27880 -5.46957 24.82940 -0.5 -1.1 -0.2 -0.001